(1)
DFT (wB97M-V/def2-TZVPD) results for C14H9BrN4O2S in the gas phase at a distorted geometry.

## Properties
SMILES: Brc1c(CSc2nnc(-c3ccco3)o2)nc2ccccn12
Energy in eV: -105595.642
Largest force on an atom in eV/A: 1.899
2S+1: 1

```
31
C14H9BrN4O2S wB97M-V/def2-TZVPD
Br -4.78 -0.59 -2.00
C -3.24 0.41 -1.60
C -1.92 0.02 -1.49
N -1.16 1.09 -1.19
C -1.97 2.13 -1.12
C -1.69 3.48 -0.85
C -2.72 4.37 -0.84
C -4.05 3.95 -1.10
C -4.31 2.64 -1.36
N -3.29 1.75 -1.37
H -5.30 2.26 -1.57
H -4.85 4.66 -1.09
H -2.54 5.42 -0.63
H -0.67 3.76 -0.66
C -1.37 -1.34 -1.63
H -0.40 -1.33 -2.11
H -2.07 -2.00 -2.14
S -1.09 -2.09 0.03
C 0.63 -1.94 0.10
N 1.44 -1.62 -0.86
N 2.68 -1.67 -0.35
C 2.57 -2.03 0.89
C 3.64 -2.21 1.82
C 5.00 -2.07 1.63
C 5.59 -2.39 2.87
C 4.56 -2.69 3.72
O 3.38 -2.59 3.09
H 4.54 -2.98 4.75
H 6.63 -2.39 3.10
H 5.47 -1.79 0.72
O 1.27 -2.21 1.25
```



(2)
DFT (wB97M-V/def2-TZVPD) results for 8 unconnected molecules or ions with the total composition C32H40N8 at a distorted geometry.

## Properties
SMILES: c1cc[nH]c1.c1cc[nH]c1.c1cc[nH]c1.c1cc[nH]c1.c1cc[nH]c1.c1cc[nH]c1.c1cc[nH]c1.c1cc[nH]c1
Energy in eV: -45750.331
Largest force on an atom in eV/A: 2.825
ΔE to the lowest compared entry with this formula, charge and spin in kJ/mol: 192.1
2S+1: 1

```
80
C32H40N8 wB97M-V/def2-TZVPD
N -6.11 -3.01 -0.69
C -6.06 -1.68 -1.03
C -4.93 -1.17 -0.45
C -4.28 -2.19 0.29
C -5.08 -3.31 0.14
H -6.82 -3.64 -1.01
H -6.83 -1.22 -1.62
H -4.65 -0.13 -0.35
H -3.40 -2.09 0.90
H -5.13 -4.25 0.68
N 3.92 2.57 -5.73
C 3.92 1.73 -4.63
C 2.61 1.52 -4.23
C 1.90 2.59 -4.88
C 2.65 3.09 -5.88
H 4.72 2.82 -6.27
H 4.75 1.05 -4.48
H 2.22 0.92 -3.42
H 0.85 2.72 -4.64
H 2.39 3.77 -6.68
N -2.42 -4.81 1.87
C -2.18 -5.84 0.97
C -0.82 -5.96 0.88
C -0.21 -5.02 1.74
C -1.23 -4.41 2.41
H -3.32 -4.42 2.06
H -3.05 -6.31 0.54
H -0.39 -6.62 0.14
H 0.84 -4.83 1.87
H -1.15 -3.61 3.13
N -0.39 -0.24 -1.27
C 0.65 0.13 -0.47
C 0.64 -0.78 0.57
C -0.44 -1.65 0.41
C -1.11 -1.29 -0.75
H -0.59 0.21 -2.15
H 1.27 0.99 -0.69
H 1.37 -0.84 1.36
H -0.65 -2.54 0.99
H -1.82 -1.82 -1.35
N 4.75 3.65 -0.54
C 3.62 3.41 0.21
C 2.52 3.81 -0.49
C 3.01 4.33 -1.73
C 4.35 4.20 -1.73
H 5.66 3.40 -0.21
H 3.65 2.94 1.18
H 1.53 3.47 -0.26
H 2.38 4.59 -2.57
H 5.08 4.42 -2.49
N -2.78 1.05 -3.50
C -2.92 -0.30 -3.74
C -1.84 -0.77 -4.44
C -0.91 0.33 -4.53
C -1.52 1.39 -3.92
H -3.35 1.56 -2.85
H -3.74 -0.86 -3.32
H -1.79 -1.77 -4.83
H 0.07 0.33 -4.97
H -1.20 2.41 -3.79
N 0.01 0.25 4.30
C -1.06 -0.21 3.59
C -1.75 -1.07 4.40
C -1.09 -1.14 5.68
C 0.01 -0.34 5.54
H 0.60 0.97 3.92
H -1.23 0.21 2.62
H -2.63 -1.63 4.13
H -1.50 -1.60 6.56
H 0.83 -0.04 6.18
N 2.62 3.01 5.12
C 2.10 2.91 3.86
C 2.72 1.83 3.26
C 3.78 1.41 4.10
C 3.65 2.10 5.27
H 2.22 3.59 5.83
H 1.23 3.50 3.65
H 2.50 1.47 2.26
H 4.51 0.67 3.79
H 4.23 2.08 6.17
```



(3)
DFT (wB97M-V/def2-TZVPD) results for 12 unconnected molecules or ions with the total composition C62H97N5O19 at a distorted geometry.

## Properties
SMILES: COC[C@H](C)N.COC[C@H](C)N.COC[C@H](C)N.COC[C@H](C)N.COC[C@H](C)N.Oc1ccc(O)cc1.Oc1ccc(O)cc1.Oc1ccc(O)cc1.Oc1ccc(O)cc1.Oc1ccc(O)cc1.Oc1ccc(O)cc1.Oc1ccc(O)cc1
Energy in eV: -112214.875
Largest force on an atom in eV/A: 3.891
2S+1: 1

```
183
C62H97N5O19 wB97M-V/def2-TZVPD
C -3.64 -4.82 -3.07
C -3.87 -4.99 -1.58
C -2.61 -4.59 -0.74
O -2.61 -5.10 0.61
C -1.70 -4.42 1.42
N -5.02 -4.23 -1.11
H -2.71 -5.36 -3.24
H -3.48 -3.75 -3.29
H -4.50 -5.26 -3.58
H -4.22 -6.04 -1.37
H -2.52 -3.49 -0.62
H -1.66 -4.97 -1.17
H -1.89 -3.34 1.48
H -0.75 -4.43 0.93
H -1.62 -4.99 2.36
H -5.04 -4.39 -0.07
H -4.79 -3.24 -1.23
C -6.34 -2.96 -5.13
C -6.35 -1.60 -5.70
C -5.09 -1.36 -6.49
O -4.05 -1.38 -5.57
C -2.81 -1.25 -6.24
N -7.44 -1.40 -6.62
H -5.47 -3.01 -4.52
H -6.18 -3.79 -5.89
H -7.19 -3.14 -4.52
H -6.39 -0.95 -4.86
H -5.12 -0.36 -7.01
H -5.11 -2.18 -7.18
H -1.98 -1.26 -5.49
H -2.69 -0.26 -6.76
H -2.71 -2.06 -6.96
H -7.60 -0.44 -6.96
H -8.35 -1.79 -6.32
C -2.94 4.46 6.28
C -1.61 5.05 5.89
C -0.62 3.91 5.52
O -0.43 3.08 6.64
C 0.24 1.92 6.27
N -1.66 5.83 4.61
H -3.77 5.23 6.15
H -2.93 4.05 7.26
H -3.20 3.64 5.62
H -1.20 5.66 6.75
H 0.32 4.35 5.08
H -1.06 3.37 4.70
H 0.39 1.34 7.18
H 1.21 2.17 5.78
H -0.37 1.29 5.70
H -0.69 5.99 4.38
H -2.19 6.64 4.52
C 3.77 5.55 0.51
C 4.32 4.38 1.33
C 3.96 2.92 1.12
O 2.52 2.69 1.09
C 1.79 3.09 2.20
N 5.77 4.47 1.12
H 4.10 6.54 0.81
H 2.69 5.58 0.48
H 3.93 5.44 -0.56
H 4.22 4.52 2.40
H 4.40 2.40 1.98
H 4.32 2.64 0.13
H 1.97 2.44 3.09
H 0.75 3.02 1.97
H 2.03 4.08 2.49
H 6.27 3.66 1.36
H 5.96 4.71 0.15
C 0.56 -0.51 1.84
C 1.43 -1.15 0.77
C 0.93 -0.85 -0.66
O -0.29 -1.68 -0.91
C -0.58 -1.87 -2.27
N 2.85 -0.66 0.78
H -0.41 -1.03 1.90
H 0.31 0.52 1.61
H 1.08 -0.41 2.80
H 1.42 -2.25 0.89
H 1.67 -1.06 -1.41
H 0.60 0.20 -0.76
H -0.82 -0.88 -2.67
H -1.52 -2.45 -2.41
H 0.22 -2.28 -2.87
H 2.78 0.28 1.13
H 3.38 -1.21 1.51
C -2.09 -0.96 4.33
C -1.41 -2.20 4.36
C -1.30 -2.84 5.58
C -1.85 -2.27 6.78
C -2.39 -1.02 6.69
C -2.55 -0.37 5.44
O -3.07 0.91 5.44
O -0.61 -4.06 5.53
H -2.18 -0.45 3.35
H -1.03 -2.57 3.43
H -1.71 -2.80 7.70
H -2.69 -0.51 7.59
H -2.76 1.28 4.62
H -1.14 -4.74 5.88
C 2.54 1.93 -1.98
C 1.38 2.62 -1.92
C 1.15 3.72 -2.69
C 2.15 4.11 -3.61
C 3.32 3.43 -3.57
C 3.54 2.26 -2.87
O 4.74 1.62 -2.94
O -0.03 4.54 -2.65
H 2.71 1.10 -1.26
H 0.65 2.35 -1.18
H 2.05 4.96 -4.26
H 4.12 3.78 -4.21
H 4.64 0.84 -2.39
H -0.79 3.92 -2.56
C 4.01 -3.95 3.28
C 4.90 -2.98 2.86
C 4.87 -1.74 3.48
C 3.85 -1.31 4.34
C 2.88 -2.27 4.70
C 3.02 -3.61 4.23
O 2.18 -4.69 4.52
O 5.89 -0.88 3.20
H 3.93 -4.98 3.00
H 5.73 -3.12 2.12
H 3.84 -0.30 4.78
H 2.07 -1.97 5.39
H 1.52 -4.36 5.09
H 6.72 -1.30 2.92
C 6.22 -1.43 -0.02
C 7.49 -1.89 0.19
C 8.31 -2.21 -0.96
C 7.95 -1.83 -2.24
C 6.66 -1.30 -2.42
C 5.82 -1.24 -1.32
O 4.53 -0.65 -1.48
O 9.44 -2.83 -0.66
H 5.56 -1.16 0.88
H 7.93 -2.10 1.12
H 8.60 -1.89 -3.10
H 6.30 -0.94 -3.29
H 3.90 -0.86 -0.72
H 10.09 -2.88 -1.40
C 2.70 -0.92 -4.17
C 2.03 -0.15 -5.15
C 1.02 -0.78 -5.92
C 0.80 -2.16 -5.86
C 1.55 -2.85 -4.93
C 2.43 -2.28 -3.98
O 3.10 -3.15 -3.18
O 0.25 -0.02 -6.81
H 3.46 -0.48 -3.54
H 2.14 0.92 -5.20
H 0.23 -2.58 -6.62
H 1.46 -3.96 -4.94
H 3.54 -2.65 -2.44
H -0.21 -0.59 -7.47
C -3.11 2.74 2.37
C -3.30 1.41 2.07
C -2.69 0.76 0.98
C -2.01 1.51 0.04
C -1.78 2.81 0.33
C -2.31 3.42 1.46
O -1.93 4.72 1.73
O -2.86 -0.60 0.89
H -3.63 3.20 3.17
H -3.85 0.78 2.77
H -1.57 0.97 -0.85
H -1.18 3.43 -0.33
H -2.10 4.93 2.70
H -2.09 -1.05 0.45
C -3.80 1.21 -3.01
C -3.94 2.58 -2.63
C -4.62 2.94 -1.52
C -5.17 1.94 -0.68
C -5.09 0.60 -1.11
C -4.45 0.23 -2.28
O -4.24 -1.11 -2.62
O -4.71 4.24 -1.05
H -3.32 0.93 -3.94
H -3.52 3.26 -3.30
H -5.66 2.26 0.23
H -5.42 -0.21 -0.52
H -4.13 -1.19 -3.63
H -4.03 4.78 -1.46
```



HOMO-LUMO gap per entry: 8.4409; 8.4267; 8.3765 eV